1.
{
  "formula": "C31H52F7NO20",
  "method": "ωB97M-V/def2-TZVPD",
  "species": ["C", "O", "C", "C", "O", "C", "N", "O", "C", "C", "C", "O", "C", "O", "C", "F", "F", "C", "F", "F", "C", "F", "F", "F", "H", "H", "H", "H", "H", "H", "H", "H", "H", "H", "H", "H", "C", "C", "O", "C", "O", "O", "C", "H", "H", "H", "H", "H", "H", "H", "H", "C", "C", "O", "C", "O", "O", "C", "H", "H", "H", "H", "H", "H", "H", "H", "C", "C", "O", "C", "O", "O", "C", "H", "H", "H", "H", "H", "H", "H", "H", "C", "C", "O", "C", "O", "O", "C", "H", "H", "H", "H", "H", "H", "H", "H", "C", "C", "O", "C", "O", "O", "C", "H", "H", "H", "H", "H", "H", "H", "H"],
  "coordinates": [[0.5302, -1.4025, 2.3886], [1.7865, -0.8073, 1.9683], [1.6015, 0.4847, 1.3483], [0.8186, 0.4575, -0.0577], [1.8245, 0.4334, -1.1405], [2.5363, -0.7968, -1.1072], [3.4484, -1.5938, -0.9855], [0.0060, 1.6231, -0.3228], [-1.0535, 1.7725, 0.6483], [-2.4574, 1.6741, -0.1854], [-3.3400, 0.3816, 0.2595], [-4.7518, 0.5108, -0.1171], [-5.5810, 0.3777, 1.0450], [-5.7951, -0.7193, 1.6338], [-0.9027, 3.2591, 1.2698], [0.4929, 3.5225, 1.5519], [-1.2380, 4.2000, 0.2191], [-1.8314, 3.5327, 2.5546], [-3.2274, 3.4161, 2.3168], [-1.6003, 4.9123, 2.9286], [-1.4850, 2.6579, 3.8631], [-2.2535, 3.2328, 4.9392], [-0.1208, 2.7338, 4.2800], [-1.9502, 1.2969, 3.7784], [0.8102, -2.2656, 3.1095], [0.0739, -1.9294, 1.4606], [-0.1747, -0.6327, 2.8586], [2.6665, 0.8843, 1.1162], [1.1545, 1.1845, 2.1380], [0.1738, -0.4952, -0.1649], [-1.1067, 0.9432, 1.4346], [-2.2617, 1.5883, -1.3195], [-3.1297, 2.5873, -0.0395], [-3.3225, 0.2234, 1.4014], [-2.8694, -0.5339, -0.2398], [-6.1033, 1.3167, 1.4421], [4.9456, -1.7997, -3.9365], [5.3153, -2.4576, -5.2527], [4.1660, -2.5650, -6.1022], [3.8090, -1.4374, -6.7397], [4.3716, -0.3709, -6.6690], [2.6968, -1.6956, -7.4514], [2.1550, -0.5551, -8.1136], [4.1081, -2.3224, -3.4689], [5.7949, -1.8022, -3.2502], [4.6293, -0.7645, -4.0867], [5.6642, -3.4752, -5.0631], [6.1264, -1.9273, -5.7589], [2.9080, -0.0542, -8.7262], [1.7345, 0.1360, -7.3789], [1.3509, -0.8957, -8.7673], [-4.8718, -4.2274, -3.5678], [-3.6297, -3.3579, -3.6378], [-2.9424, -3.3471, -2.3791], [-2.1950, -4.4325, -2.1158], [-2.0498, -5.3886, -2.8391], [-1.6540, -4.2803, -0.8928], [-0.9033, -5.4083, -0.4487], [-5.5079, -3.9230, -2.7326], [-5.4441, -4.1590, -4.4953], [-4.6110, -5.2756, -3.4020], [-3.9217, -2.3261, -3.8451], [-2.9609, -3.6726, -4.4432], [-0.1491, -5.6997, -1.1834], [-1.5763, -6.2426, -0.2372], [-0.3947, -5.1307, 0.4759], [-0.6303, 0.5423, 7.5956], [0.4124, -0.4302, 8.1165], [-0.1585, -1.7284, 8.3240], [-0.3301, -2.4694, 7.2167], [-0.0399, -2.1418, 6.0903], [-0.9053, -3.6306, 7.5759], [-1.2278, -4.4801, 6.4772], [-1.5045, 0.5568, 8.2515], [-0.2182, 1.5515, 7.5285], [-0.9829, 0.2488, 6.6035], [0.7736, -0.0871, 9.0885], [1.2785, -0.4883, 7.4517], [-0.3599, -4.6487, 5.8353], [-2.0522, -4.0493, 5.9039], [-1.5509, -5.4414, 6.8794], [2.5389, 4.8143, 3.7910], [3.7659, 5.7075, 3.7819], [4.4198, 5.6898, 5.0571], [5.1798, 4.6091, 5.3038], [5.3603, 3.6801, 4.5530], [5.6864, 4.7293, 6.5442], [6.4453, 3.6000, 6.9699], [1.8750, 5.0796, 4.6181], [1.9895, 4.9028, 2.8520], [2.8148, 3.7658, 3.9299], [3.4603, 6.7403, 3.6001], [4.4611, 5.4308, 2.9849], [7.2231, 3.3463, 6.2459], [5.7821, 2.7477, 7.1360], [6.9251, 3.8550, 7.9161], [-3.0402, 2.6493, -5.8971], [-3.8832, 1.8912, -6.9064], [-3.0552, 1.1236, -7.7891], [-2.5818, -0.0285, -7.2847], [-2.8006, -0.4625, -6.1783], [-1.7996, -0.6010, -8.2171], [-1.1563, -1.7977, -7.7824], [-2.2800, 3.2491, -6.4040], [-3.6647, 3.3061, -5.2878], [-2.5110, 1.9636, -5.2308], [-4.4298, 2.6031, -7.5288], [-4.6243, 1.2540, -6.4166], [-1.8759, -2.5140, -7.3791], [-0.3920, -1.5598, -7.0389], [-0.6684, -2.2515, -8.6464]],
  "forces_ev_per_angstrom": [[0.4, -1.3, -0.5], [-1.2, 0.9, -0.5], [1.0, 0.5, 0.3], [-0.3, -0.8, 0.8], [0.7, -3.5, 0.6], [3.5, 0.1, 1.0], [-5.3, 3.8, -0.9], [0.7, -1.3, 1.4], [-1.5, 0.4, -1.3], [-1.2, -0.2, 0.0], [1.3, -0.1, 0.5], [-0.3, 0.2, 2.3], [-0.8, -3.7, 1.4], [1.3, 4.7, -2.7], [1.0, 0.2, -2.0], [-3.6, -0.6, -0.1], [0.6, -2.0, 2.8], [-0.1, 2.4, 0.5], [3.3, -0.1, 0.3], [-0.5, -3.3, -0.8], [-0.8, -0.2, 3.2], [2.1, -1.5, -2.8], [-3.8, -0.6, -1.6], [1.8, 3.6, -0.2], [-0.6, 1.8, -1.0], [0.2, 1.0, 1.6], [0.9, -1.1, -0.5], [-1.8, -0.7, 0.4], [0.3, -0.8, -1.3], [1.0, 1.4, 0.2], [0.5, 1.3, -0.8], [0.0, 0.2, 1.9], [1.1, -1.2, -0.1], [0.3, 0.3, -1.7], [-1.0, 1.1, 0.7], [0.9, -0.9, -1.0], [-0.2, 0.2, -0.1], [0.4, 0.1, 0.6], [-0.2, 0.3, -0.6], [0.1, -0.1, 0.4], [-0.3, -0.5, -0.2], [0.4, 0.0, 0.1], [-0.2, 0.3, -0.3], [0.2, -0.1, 0.0], [-0.1, -0.1, 0.0], [0.1, -0.1, 0.0], [-0.3, 0.0, -0.2], [-0.2, 0.1, -0.1], [0.0, 0.0, 0.2], [0.2, 0.0, -0.1], [0.2, -0.2, 0.2], [0.0, -0.3, 0.2], [-0.5, 0.0, -0.5], [0.6, -0.2, 0.2], [-0.3, 0.0, -0.1], [0.0, 0.5, 0.4], [-0.1, 0.1, -0.4], [0.3, -0.4, 0.2], [0.0, 0.1, -0.1], [0.1, 0.1, 0.1], [0.0, 0.1, -0.1], [0.2, 0.0, 0.3], [0.0, -0.1, 0.2], [-0.2, 0.0, 0.0], [0.1, 0.0, -0.2], [-0.2, 0.2, -0.1], [-0.2, -0.1, -0.2], [0.1, 0.6, -0.1], [0.1, -0.5, -0.3], [-0.2, 0.2, 0.2], [-0.1, -0.2, 0.4], [0.3, 0.5, 0.0], [-0.1, -0.4, -0.3], [0.2, 0.1, 0.1], [0.0, -0.1, 0.1], [0.1, 0.0, 0.0], [-0.1, -0.3, 0.0], [-0.2, -0.2, 0.0], [-0.1, 0.2, 0.0], [0.2, 0.0, -0.1], [0.1, 0.2, 0.2], [0.0, -0.3, 0.1], [-0.4, -0.1, -0.5], [0.5, -0.2, 0.2], [-0.2, 0.0, 0.0], [0.0, 0.4, 0.3], [-0.2, 0.1, -0.5], [0.3, -0.3, 0.2], [0.0, 0.1, -0.1], [0.1, 0.1, 0.1], [0.1, 0.1, -0.1], [0.2, 0.0, 0.3], [0.0, -0.1, 0.2], [-0.2, 0.0, 0.0], [0.1, 0.0, -0.2], [-0.2, 0.2, -0.1], [0.3, -0.2, 0.1], [-0.2, 0.4, 0.4], [0.1, -0.6, 0.0], [0.1, 0.3, 0.0], [0.0, 0.1, -0.5], [-0.4, 0.3, 0.3], [0.2, -0.5, 0.1], [-0.2, 0.0, 0.0], [0.0, 0.0, -0.1], [-0.2, 0.0, 0.0], [0.2, -0.2, -0.2], [0.2, -0.1, 0.0], [0.1, 0.2, 0.1], [-0.2, -0.1, 0.0], [-0.2, 0.3, 0.0]],
  "mulliken_charge": [-0.045, -0.423, -0.229, 0.559, -0.385, 0.435, -0.469, -0.578, 0.965, -0.827, -0.199, -0.298, 0.232, -0.460, 0.414, -0.183, -0.326, 0.572, -0.240, -0.286, 0.584, -0.267, -0.153, -0.252, 0.205, 0.038, -0.009, 0.379, 0.021, 0.209, -0.323, 0.286, 0.281, 0.262, 0.202, 0.322, -1.046, -0.267, -0.351, 0.764, -0.554, -0.339, -0.680, 0.257, 0.397, 0.317, 0.303, 0.324, 0.383, 0.307, 0.174, -1.198, -0.025, -0.258, 0.627, -0.563, -0.229, -0.701, 0.299, 0.373, 0.320, 0.267, 0.258, 0.340, 0.304, 0.184, -0.917, -0.247, -0.353, 0.775, -0.521, -0.334, -0.614, 0.338, 0.371, 0.132, 0.297, 0.303, 0.278, 0.283, 0.218, -0.764, -0.482, -0.346, 0.779, -0.555, -0.335, -0.620, 0.317, 0.223, 0.298, 0.336, 0.340, 0.291, 0.280, 0.225, -1.054, -0.160, -0.373, 0.774, -0.529, -0.327, -0.606, 0.309, 0.365, 0.248, 0.290, 0.287, 0.304, 0.268, 0.206],
  "max_force_ev_per_a": 6.57,
  "lumo_energy_ev": 0.17,
  "spin_multiplicity": 1,
  "smiles": "COC[C@H](OC#N)O[C@H](CCOC=O)C(F)(F)C(F)(F)C(F)(F)F.CCOC(=O)OC.CCOC(=O)OC.CCOC(=O)OC.CCOC(=O)OC.CCOC(=O)OC",
  "energy_ha": -3470.87651
}

***

2.
{
  "formula": "C23H39N2O7",
  "method": "ωB97M-V/def2-TZVPD",
  "species": ["C", "C", "C", "O", "C", "N", "N", "C", "O", "O", "C", "C", "C", "O", "H", "H", "H", "H", "H", "H", "H", "H", "H", "H", "H", "H", "H", "H", "C", "C", "O", "C", "C", "C", "O", "C", "C", "C", "C", "C", "C", "C", "C", "C", "C", "O", "H", "H", "H", "H", "H", "H", "H", "H", "H", "H", "H", "H", "H", "H", "H", "H", "H", "H", "H", "H", "H", "H", "H", "H", "H"],
  "coordinates": [[-5.0749, 0.7192, 0.9143], [-4.1231, -0.3815, 1.3186], [-4.5723, -1.3092, 2.4113], [-2.8379, 0.2676, 1.7201], [-1.8360, -0.5987, 1.5964], [-0.5612, 0.0329, 2.0461], [0.3584, -0.4288, 1.3347], [1.6583, 0.2496, 1.2283], [2.2945, -0.0824, 0.2397], [1.9978, 1.0312, 2.2397], [3.4529, 1.4969, 2.2382], [3.7353, 1.7147, 3.7097], [3.5742, 2.7082, 1.3556], [-1.9225, -1.7499, 1.2274], [-6.0755, 0.3077, 0.7423], [-5.1415, 1.5180, 1.6593], [-4.7370, 1.1680, -0.0254], [-3.8796, -0.9550, 0.4029], [-5.5866, -1.6879, 2.2527], [-3.9066, -2.1803, 2.4381], [-4.5283, -0.7923, 3.3838], [4.0366, 0.6500, 1.8370], [4.6930, 2.2142, 3.8983], [2.9271, 2.3121, 4.1536], [3.7460, 0.7419, 4.2190], [4.5229, 3.2223, 1.5288], [3.5449, 2.4150, 0.2994], [2.7580, 3.4144, 1.5573], [-3.2303, 2.6345, 4.1155], [-2.7130, 1.5657, 5.0563], [-2.1838, 2.2395, 6.2125], [-1.6733, 1.3864, 7.1322], [-1.1953, 2.1265, 8.3031], [-0.5150, 1.4689, 9.3714], [0.1094, 2.1416, 10.2179], [-0.5246, -0.0442, 9.5542], [0.6037, -0.7371, 8.8059], [2.0170, -0.3464, 9.3053], [2.8494, 0.4666, 8.2928], [3.0449, 1.9531, 8.6545], [2.9458, 2.8994, 7.4458], [1.4975, 3.2412, 7.0770], [0.8987, 4.3574, 7.9345], [-0.5931, 4.5630, 7.6600], [-1.5163, 3.5909, 8.4109], [-1.6296, 0.1753, 6.9254], [-3.5396, 2.1740, 3.1677], [-4.1012, 3.1469, 4.5599], [-2.4581, 3.3896, 3.8935], [-3.5069, 0.8835, 5.3958], [-1.8960, 0.9794, 4.6183], [-0.4325, -0.2455, 10.6297], [-1.4793, -0.4308, 9.1931], [0.4813, -1.8255, 8.9446], [0.4682, -0.5382, 7.7318], [1.9407, 0.1898, 10.2646], [2.5538, -1.2855, 9.5061], [3.8460, -0.0030, 8.2149], [2.3919, 0.3734, 7.2947], [2.3024, 2.2542, 9.4129], [4.0361, 2.0709, 9.1183], [3.4931, 3.8214, 7.6840], [3.4234, 2.4509, 6.5653], [1.4291, 3.5372, 6.0161], [0.8628, 2.3411, 7.1664], [1.0438, 4.1251, 8.9996], [1.4445, 5.2940, 7.7300], [-0.8565, 5.5796, 7.9826], [-0.7998, 4.4908, 6.5839], [-2.5544, 3.7555, 8.0802], [-1.4457, 3.8329, 9.4798]],
  "forces_ev_per_angstrom": [[0.0, 0.4, 0.0], [0.3, 0.2, -1.0], [0.2, -0.3, 0.7], [-0.1, -0.9, -0.4], [0.3, -1.6, 0.5], [1.2, 0.5, -1.4], [-1.7, 0.3, -0.1], [0.6, -1.0, -0.1], [-0.6, 1.1, 1.6], [1.0, -0.2, -0.8], [-0.7, -0.7, 0.2], [-0.3, -0.2, 0.3], [-0.2, 0.2, -0.4], [0.3, 1.4, 0.3], [0.2, 0.0, 0.1], [-0.1, -0.2, 0.0], [0.0, 0.0, 0.2], [-0.2, 0.1, 0.6], [0.1, 0.2, -0.1], [-0.2, 0.3, 0.2], [-0.1, -0.2, -0.3], [-0.3, 0.4, 0.1], [-0.2, -0.1, -0.2], [0.3, -0.1, -0.1], [0.0, 0.3, 0.0], [0.0, -0.1, 0.1], [-0.1, 0.1, 0.2], [0.2, -0.1, 0.0], [-0.3, 0.2, -0.1], [0.3, 0.3, 0.3], [-0.8, -0.1, -1.3], [1.0, 0.6, 2.7], [-0.8, -1.6, -0.9], [-0.3, 0.6, -0.4], [0.2, 0.0, 0.7], [-0.4, 0.1, -0.2], [0.1, -0.3, 0.1], [0.0, -0.4, -0.2], [0.2, 0.0, 0.1], [0.0, 0.1, 0.0], [-0.2, 0.0, 0.1], [0.0, -0.2, -0.2], [0.0, -0.1, 0.0], [-0.1, 0.2, 0.2], [0.3, 0.0, 0.2], [-0.1, -0.1, -0.5], [0.1, 0.2, 0.2], [0.3, -0.1, -0.2], [-0.2, -0.3, 0.1], [0.2, 0.1, -0.3], [-0.3, 0.0, -0.1], [0.0, 0.2, -0.1], [0.1, -0.1, 0.0], [0.0, 0.3, -0.1], [0.2, -0.1, 0.3], [0.0, -0.1, -0.3], [0.0, 0.2, 0.1], [-0.2, 0.2, -0.1], [0.1, 0.1, 0.2], [0.2, -0.1, -0.3], [-0.2, 0.0, 0.0], [0.0, 0.0, -0.2], [0.2, 0.0, 0.2], [0.1, 0.0, 0.2], [0.3, 0.3, 0.0], [-0.1, 0.0, -0.2], [0.0, -0.2, 0.0], [-0.1, 0.0, -0.2], [0.1, 0.1, 0.1], [0.3, 0.1, 0.1], [-0.1, 0.0, -0.1]],
  "mulliken_charge": [-1.337, 0.573, -1.186, -0.314, 0.501, 0.516, -0.540, 0.490, -0.544, -0.236, 0.530, -1.034, -1.434, -0.523, 0.384, 0.269, 0.318, 0.378, 0.365, 0.394, 0.174, 0.385, 0.452, 0.048, 0.310, 0.382, 0.382, 0.306, -1.028, -0.120, -0.093, 1.117, -0.066, 0.725, -0.798, -1.331, -0.661, -0.869, -0.634, -0.759, -0.697, 0.522, -0.931, -0.601, -1.606, -0.778, 0.112, 0.345, 0.259, 0.284, 0.198, 0.462, 0.426, 0.369, 0.352, 0.490, 0.420, 0.474, 0.245, 0.297, 0.522, 0.452, -0.222, 0.379, -0.453, 0.246, 0.501, 0.389, 0.223, 0.391, 0.440],
  "max_force_ev_per_a": 2.91,
  "lumo_energy_ev": 1.09,
  "relative_energy_kcal_mol": 0.00,
  "total_charge": -1,
  "spin_multiplicity": 1,
  "energy_ha": -1536.00470
}